{"formula": "CBrClFI", "method": "ωB97M-V/def2-TZVPD", "symbols": ["C", "F", "Cl", "Br", "I"], "positions_angstrom": [[-0.078, -0.035, -0.267], [0.475, 0.462, -1.317], [1.107, 1.406, 1.453], [0.731, -1.684, 0.257], [-2.236, -0.148, -0.127]], "nbo_charge": [0.202, -0.303, -0.374, 0.168, 0.306], "multiplicity": 1, "total_energy_ev": -94417.37204, "e_lumo_ha": [-0.0913, -0.0913], "e_homo_ev": [-10.127, -10.127], "orbital_gap_ev": [7.64, 7.64], "relative_energy_kj_mol": 183.1}